ORCA calculation (wB97M-V/def2-TZVPD) on C3H12N3S as an isolated structure.

Geometry as ORCA input:
```
! RIJCOSX wB97M-V def2-TZVPD def2/J DEFGRID3
* xyz 1 1
C -2.9556 0.7834 -0.4370
C 0.3863 0.2777 2.0105
C 1.1904 1.0557 -0.1302
N -0.1831 2.3881 1.2249
N 0.5086 1.2369 0.8723
N 3.4471 -1.3359 -1.0894
S 2.2755 0.6888 -1.1369
H -3.4176 1.1319 0.5361
H -2.1307 1.4966 -0.8611
H -3.8263 0.8358 -1.1053
H -0.7061 0.0984 2.0609
H 0.8951 -0.6502 1.6216
H 0.8122 0.7018 2.8775
H -1.0994 2.1763 0.9285
H 0.2065 3.2491 0.8696
H 4.4811 -1.0372 -0.8491
H -2.5202 -0.2003 -0.1610
H 3.3767 -1.9297 -1.8860
H 3.3119 -1.9799 -0.3285
*
```

## Properties
Lowest unoccupied orbital energy   -4.3 eV
Energy relative to the best compared isomer or geometry (same formula, charge and spin)   105.76 kcal per mole
HOMO level   -13.93 eV

How is the electron density shared among the atoms? According to Löwdin, the charges in e are: -0.07 0.05 -0.60 0.14 -0.27 -0.10 1.04 0.04 0.04 0.02 0.11 0.11 0.09 0.06 0.12 0.12 0.02 0.04 0.04

---

ORCA calculation (wB97M-V/def2-TZVPD) on C23H30CoN4O4 as an isolated structure.

Geometry as ORCA input:
```
! RIJCOSX wB97M-V def2-TZVPD def2/J DEFGRID3
* xyz 1 5
Co -0.6982 0.0343 0.4819
C 2.7461 -1.1884 -0.8208
N 1.3698 -1.0914 -1.3038
C 0.8933 -2.4345 -1.6492
C 0.8069 -3.4221 -0.4930
C -0.1237 -3.0044 0.6704
N -1.1205 -2.0049 0.2778
C -2.1306 -2.4774 -0.3722
C -3.2719 -1.7709 -0.8575
C -4.2197 -2.4638 -1.6347
C -5.3742 -1.8599 -2.0581
C -5.6229 -0.5294 -1.6849
C -4.7212 0.1763 -0.9306
C -3.5004 -0.4065 -0.4982
O -2.6599 0.2799 0.1921
C 1.4105 -0.2599 -2.5165
C 0.0610 0.0602 -3.1475
C -0.8581 1.0436 -2.3677
N -0.3831 1.4145 -1.0439
C 0.1173 2.5770 -0.8954
C 0.4870 3.1899 0.3606
C 1.2275 4.3640 0.3514
C 1.5274 5.0332 1.5270
C 1.0413 4.5553 2.7609
C 0.2895 3.4206 2.8138
C 0.0103 2.6665 1.6247
O -0.6531 1.6064 1.7040
H 3.3938 -1.6680 -1.5697
H 2.7897 -1.7760 0.0939
H 3.1278 -0.1911 -0.6204
H 1.5594 -2.8683 -2.4125
H -0.0942 -2.3441 -2.0970
H 1.8016 -3.6414 -0.1023
H 0.4334 -4.3507 -0.9279
H 0.4492 -2.6079 1.4983
H -0.6368 -3.9011 1.0268
H -2.1471 -3.5554 -0.5705
H -4.0244 -3.4982 -1.8982
H -6.0874 -2.4033 -2.6622
H -6.5501 -0.0619 -1.9923
H -4.9089 1.2022 -0.6394
H 2.0278 -0.7650 -3.2744
H 1.9191 0.6712 -2.2607
H -0.4890 -0.8593 -3.3356
H 0.2708 0.4972 -4.1235
H -1.8342 0.5808 -2.2301
H -1.0083 1.9500 -2.9596
H 0.2312 3.2163 -1.7770
H 1.5720 4.7496 -0.6007
H 2.1135 5.9416 1.4973
H 1.2603 5.1035 3.6677
H -0.0996 3.0421 3.7505
N 3.9217 0.1865 3.9096
C 2.6006 -0.4367 3.8519
C 1.8602 0.0385 2.6019
O 2.3724 1.1240 2.0591
O 0.8782 -0.5242 2.1670
H 4.2532 0.2960 4.8580
H 3.1762 1.3325 2.5983
H 4.6097 -0.3599 3.4053
H 2.0098 -0.1008 4.7060
H 2.5980 -1.5269 3.8716
*
```

## Properties
Lowest unoccupied orbital energy (alpha / beta)   -3.0 / -5.6 eV
HOMO level (alpha / beta)   -9.74 / -9.78 eV

How is the electron density shared among the atoms? According to Löwdin, the charges in e are: 0.82 -0.08 -0.20 -0.21 -0.15 -0.19 -0.03 -0.09 -0.15 -0.05 -0.10 -0.07 -0.01 -0.37 -0.13 -0.21 -0.13 -0.15 0.00 -0.05 -0.09 0.00 -0.01 -0.04 0.04 -0.32 0.02 0.10 0.08 0.08 0.13 0.10 0.10 0.11 0.08 0.12 0.14 0.11 0.10 0.11 0.11 0.13 0.11 0.10 0.12 0.11 0.12 0.15 0.13 0.12 0.12 0.14 0.02 -0.13 -0.49 0.12 0.05 0.10 0.12 0.10 0.14 0.13

---

ORCA calculation (wB97M-V/def2-TZVPD) on C7H18Cu4O9 as an isolated structure.

Geometry as ORCA input:
```
! RIJCOSX wB97M-V def2-TZVPD def2/J DEFGRID3
* xyz 2 1
Cu 0.3432 0.6771 2.4710
Cu -1.2679 -0.0608 -0.5926
Cu 2.1506 -1.5062 1.7733
Cu -0.3680 -2.2098 1.7096
C 0.2077 -0.6157 0.7287
O 0.3150 0.6753 0.6931
O 1.2548 -1.2533 0.6396
O -0.9625 -1.0771 0.7478
C 2.2493 -2.0836 -1.3452
C 2.3722 -0.5362 -1.2867
O 2.5701 -0.0162 0.0644
O 0.8746 -2.3177 -1.1826
H 2.7550 -2.6381 -0.5547
H 2.5361 -2.3959 -2.3493
H 1.5124 -0.0768 -1.7743
H 3.3590 -0.2500 -1.6505
H 1.8002 -0.2542 0.5862
H 0.4781 -1.9945 -0.3702
C -3.0231 -0.1026 0.8493
C -2.7693 -1.3896 0.0483
O -2.5347 -1.0936 -1.3778
O -2.0975 0.9029 0.5822
H -2.9620 -0.5234 1.8529
H -4.0330 0.2901 0.7312
H -3.6219 -2.0168 0.3090
H -2.0175 -1.8929 0.6562
H -3.4306 -1.1106 -1.7224
H -1.5802 1.0422 1.3789
C 1.1648 2.4565 -0.7907
C 0.0766 3.0467 0.1234
O 0.0684 2.4411 1.3300
O 0.8646 1.0619 -1.1832
H 2.1278 2.4704 -0.2802
H 1.2916 3.0699 -1.6827
H -0.9551 3.0130 -0.2267
H 0.3425 4.0986 0.2272
H 0.3459 1.5264 1.2411
H 0.5627 0.6436 -0.3735
*
```

## Properties
Lowest unoccupied orbital energy   -10.4 eV
HOMO level   -15.40 eV

How is the electron density shared among the atoms? According to Löwdin, the charges in e are: 0.81 0.52 0.94 0.81 -0.77 -0.06 -0.25 -0.23 -0.13 -0.11 -0.07 -0.05 0.12 0.15 0.10 0.15 -0.15 0.01 -0.14 -0.20 0.03 -0.03 0.15 0.16 0.16 0.06 0.15 0.11 -0.04 -0.18 -0.04 -0.11 0.14 0.15 0.14 0.15 -0.27 -0.16

---

ORCA calculation (wB97M-V/def2-TZVPD) on one molecule with the formula C10H15O3PS.

Geometry as ORCA input:
```
! RIJCOSX wB97M-V def2-TZVPD def2/J DEFGRID3
* xyz 0 1
C 3.0704 -1.5388 1.2207
C 2.3246 -0.6149 1.8250
C 2.6339 -2.0782 -0.0230
C 0.9992 -0.3839 1.3888
C 1.3952 -1.7783 -0.5570
C 0.5471 -0.9590 0.1920
C 1.4009 -3.6012 -2.0983
C -0.2475 0.7919 -1.5375
C -3.5905 2.3890 1.0945
C -0.6949 2.8659 1.1067
O -1.8698 0.2704 0.7117
O -2.0577 1.4949 2.9758
O 0.9020 -2.2872 -1.8103
P -1.0603 -0.4828 -0.4835
S -1.9016 1.8283 1.5586
H 4.0332 -1.6903 1.6092
H 2.6887 -0.2620 2.7608
H 3.1800 -2.8328 -0.5467
H 0.3235 0.1012 2.0221
H 0.7632 -3.9873 -2.9351
H 1.3803 -4.1542 -1.1868
H 2.3252 -3.5050 -2.6466
H -0.9564 1.3151 -2.2650
H 0.3822 0.2075 -2.2447
H 0.1248 1.4536 -0.7665
H -4.0049 3.0089 1.8488
H -3.6544 2.8781 0.1370
H -4.3087 1.5537 1.0553
H 0.2265 2.4378 1.5482
H -0.7176 2.9885 0.0583
*
```

## Properties
Lowest unoccupied orbital energy   0.6 eV
Energy relative to the best compared isomer or geometry (same formula, charge and spin)   82.11 kcal per mole
HOMO level   -7.93 eV

How is the electron density shared among the atoms? According to Löwdin, the charges in e are: -0.08 -0.09 0.00 -0.05 -0.27 -0.32 -0.08 -0.26 -0.13 -0.24 -0.59 -0.35 -0.15 0.90 0.77 0.09 0.10 0.10 0.07 0.11 0.09 0.08 0.06 0.05 0.00 0.05 0.06 0.08 0.03 -0.01

---

F_max values, unit eV/A, following the record order: 3.7; 1.4; 19.4; 3.2.